{"formula": "C7H16O2", "method": "ωB97M-V/def2-TZVPD", "elements": ["C", "C", "C", "C", "C", "C", "C", "H", "H", "H", "H", "H", "H", "H", "H", "H", "H", "H", "H", "O", "H", "H", "O", "H", "H"], "xyz": [[0.26770, -0.53947, -3.24024], [0.45844, -0.80725, -1.95908], [1.73458, -1.43545, -1.49934], [-0.59715, -0.40775, -0.93589], [-0.37213, -0.64241, 0.51446], [-1.37955, -0.80925, 1.37423], [-1.34762, -0.42631, 2.82307], [0.91234, -0.62642, -4.11363], [-0.63561, -0.13986, -3.68704], [1.63357, -1.97244, -0.55737], [2.29803, -2.03659, -2.21504], [2.51317, -0.68241, -1.29879], [-1.54987, -0.87534, -1.21485], [-0.81522, 0.61595, -1.19943], [0.62942, -0.53524, 0.92702], [-2.34592, -1.08901, 0.95977], [-2.18519, 0.24009, 3.01578], [-0.45842, 0.08765, 3.17531], [-1.38122, -1.31082, 3.46527], [1.64597, 2.13090, 2.30293], [1.75177, 2.27003, 1.35257], [1.44955, 1.19479, 2.40654], [-0.50767, 2.46867, 0.16974], [-0.27771, 2.61550, -0.75652], [-1.44126, 2.71244, 0.19053]], "homo_lumo_gap_ev": 9.31, "smiles": "C=C(C)C/C=C/C.O.O", "e_tot_ev": -11611.438}

{"formula": "C32H27I2N3O2PS3SbTi", "method": "ωB97M-V/def2-TZVPD", "elements": ["Ti", "I", "C", "C", "C", "I", "C", "O", "C", "C", "N", "C", "C", "C", "C", "C", "C", "N", "C", "H", "H", "H", "H", "H", "H", "H", "H", "H", "H", "H", "O", "N", "C", "C", "C", "C", "C", "C", "C", "P", "C", "C", "C", "C", "C", "C", "C", "C", "C", "C", "C", "C", "H", "H", "H", "H", "H", "H", "H", "H", "H", "H", "H", "H", "H", "H", "H", "H", "S", "Sb", "S", "S"], "xyz": [[0.66999, 0.31009, 1.27849], [-0.43160, -5.71514, 5.92920], [0.15283, -4.31336, 4.49694], [1.48898, -3.96254, 4.38040], [1.86596, -3.01522, 3.44136], [3.85614, -2.43891, 3.22360], [0.91937, -2.40333, 2.61479], [1.27307, -1.48471, 1.72705], [-0.42291, -2.78774, 2.73219], [-1.40120, -2.15744, 1.78714], [-1.40720, -0.67547, 1.86585], [-1.88885, -0.17600, 3.16283], [-0.73924, -0.08715, 4.12197], [-0.83694, -0.42761, 5.45970], [0.28852, -0.31840, 6.25786], [1.47104, 0.13655, 5.69565], [1.48247, 0.46913, 4.35487], [0.39733, 0.35741, 3.58036], [-0.79837, -3.73438, 3.66947], [2.23354, -4.42037, 5.01735], [-2.40468, -2.54505, 1.98507], [-1.13988, -2.41208, 0.75571], [-2.04777, -0.35461, 1.14836], [-2.68777, -0.80365, 3.56619], [-2.29443, 0.82734, 3.01048], [-1.77439, -0.79230, 5.85837], [0.24557, -0.59240, 7.30386], [2.37492, 0.23056, 6.28021], [2.37615, 0.83876, 3.87190], [-1.83960, -4.02263, 3.75580], [2.95726, -0.10992, 0.06963], [1.77386, -0.21574, -0.64694], [1.63428, -1.24854, -1.36973], [0.48351, -1.52274, -2.22686], [0.38890, -2.84665, -2.65502], [-0.60876, -3.26671, -3.51731], [-1.51698, -2.34424, -4.00063], [-1.43127, -1.01658, -3.60099], [-0.45798, -0.58380, -2.70690], [-0.49837, 1.16887, -2.21575], [1.09113, 1.90270, -2.59339], [1.49779, 3.02488, -1.87974], [2.70396, 3.63059, -2.19377], [3.49337, 3.11899, -3.21452], [3.07821, 2.00445, -3.93419], [1.87388, 1.39205, -3.62815], [-1.73245, 2.00451, -3.22395], [-3.08815, 1.85534, -2.92156], [-4.03734, 2.52088, -3.67596], [-3.64080, 3.34520, -4.72310], [-2.29584, 3.50446, -5.01565], [-1.33636, 2.83636, -4.26718], [3.27255, -1.00456, 0.29419], [2.42305, -2.00138, -1.40301], [1.12164, -3.56373, -2.30388], [-0.65749, -4.30300, -3.82283], [-2.28820, -2.64107, -4.69852], [-2.13819, -0.30848, -4.00793], [0.88934, 3.43219, -1.08110], [3.02231, 4.49719, -1.62959], [4.43799, 3.58900, -3.45451], [3.69338, 1.61426, -4.73425], [1.54640, 0.52363, -4.18859], [-3.39366, 1.23244, -2.09024], [-5.08756, 2.40770, -3.44222], [-4.38597, 3.87233, -5.30412], [-1.98695, 4.15670, -5.82144], [-0.28682, 2.97237, -4.49115], [0.02030, 5.44973, 0.72828], [-0.21551, 3.63156, 1.95348], [1.81032, 2.39003, 1.61622], [-1.10981, 1.36937, -0.31015]], "homo_lumo_gap_ev": [6.80, 6.67], "charge": 1, "multiplicity": 2, "e_tot_ev": -129834.727}

{"formula": "C58H41Cl5I2N3O4P2S3Ti", "method": "ωB97M-V/def2-TZVPD", "elements": ["Ti", "O", "S", "C", "C", "C", "C", "C", "C", "P", "C", "C", "C", "C", "C", "C", "C", "C", "C", "C", "C", "C", "C", "C", "C", "C", "C", "C", "P", "C", "C", "C", "C", "C", "C", "C", "C", "C", "C", "C", "C", "H", "H", "H", "H", "H", "H", "H", "H", "H", "H", "H", "H", "H", "H", "H", "H", "H", "H", "H", "H", "H", "H", "H", "H", "H", "H", "H", "H", "C", "C", "C", "C", "C", "C", "C", "S", "O", "O", "N", "C", "C", "C", "C", "C", "C", "C", "C", "N", "C", "H", "H", "H", "H", "H", "H", "H", "H", "H", "H", "H", "H", "H", "Cl", "C", "C", "C", "Cl", "C", "Cl", "C", "Cl", "C", "Cl", "I", "I", "O", "S", "N"], "xyz": [[-0.71153, 1.67535, -0.89586], [1.77438, -1.87057, -2.11856], [0.87549, -2.01896, -0.94817], [0.04015, -3.62904, -1.10765], [0.60565, -4.45528, -2.07481], [0.20819, -5.76478, -2.15384], [-0.71550, -6.26923, -1.21641], [-1.34700, -5.42067, -0.34663], [-0.96388, -4.07145, -0.29296], [-1.61283, -3.03197, 1.07912], [-1.88619, -4.35733, 2.37640], [-2.92049, -5.28663, 2.49462], [-2.89847, -6.14469, 3.57345], [-1.85737, -6.08206, 4.52590], [-0.94602, -5.04315, 4.49670], [-1.00123, -4.20570, 3.37774], [-3.39927, -2.89553, 0.64580], [-3.97419, -3.48010, -0.41967], [-5.36407, -3.51771, -0.57375], [-6.16866, -2.89660, 0.38243], [-5.59628, -2.39215, 1.52665], [-4.23629, -2.31364, 1.58337], [1.85564, -2.53498, 0.54564], [2.60517, -3.70297, 0.52132], [3.24007, -4.20200, 1.66782], [3.11567, -3.41460, 2.81548], [2.48598, -2.14976, 2.78344], [1.91133, -1.62094, 1.58002], [1.46483, 0.16041, 1.35778], [3.16815, 0.89540, 1.05867], [3.51195, 1.89076, 0.12376], [4.80669, 2.27257, -0.07817], [5.84187, 1.71836, 0.61965], [5.57338, 0.73972, 1.56058], [4.26388, 0.33453, 1.75181], [1.27064, 0.56096, 3.13181], [0.41973, -0.28109, 3.84577], [0.17416, -0.10374, 5.19318], [0.87918, 0.93481, 5.86450], [1.71798, 1.75124, 5.09943], [1.94304, 1.59706, 3.73155], [1.33917, -4.07104, -2.81633], [0.61006, -6.42238, -2.92987], [-0.96680, -7.33923, -1.27819], [-2.06380, -5.85336, 0.34957], [-3.57828, -5.46198, 1.65732], [-3.69093, -6.84352, 3.62554], [-1.91074, -6.79461, 5.38268], [-0.15985, -5.01792, 5.21943], [-0.32084, -3.40729, 3.31865], [-3.41576, -4.01749, -1.22465], [-5.86183, -4.03206, -1.42517], [-7.25059, -2.91691, 0.28667], [-6.18434, -2.01607, 2.29549], [-3.76038, -1.96655, 2.49706], [2.51769, -4.35895, -0.33817], [3.62926, -5.20165, 1.65812], [3.53335, -3.67211, 3.78350], [2.53967, -1.73122, 3.72492], [2.77565, 2.34959, -0.54201], [5.12778, 3.01745, -0.83826], [6.90333, 1.94107, 0.30408], [6.37672, 0.31804, 2.15586], [4.14276, -0.45918, 2.46013], [-0.12618, -1.04028, 3.37417], [-0.51004, -0.68328, 5.75807], [0.83567, 1.14929, 6.94374], [2.33278, 2.51742, 5.60415], [2.61041, 2.11407, 3.06559], [5.72462, 4.15769, -4.96776], [4.46780, 3.47910, -4.57005], [4.08673, 2.23537, -5.15237], [2.94393, 1.59868, -4.79123], [2.18522, 2.18328, -3.76372], [2.56165, 3.37356, -3.16866], [3.69296, 4.02342, -3.59415], [0.70883, 1.45120, -3.21075], [0.97315, 0.95169, -1.80667], [0.30813, 0.43614, -4.11981], [-0.33518, 2.53234, -2.70993], [-1.17312, 3.46592, -3.34206], [-0.91172, 4.23616, -4.43050], [-1.88834, 5.13150, -4.86288], [-3.08301, 5.23512, -4.19840], [-3.29653, 4.51532, -2.99377], [-4.40591, 4.65295, -2.12931], [-4.47494, 3.91376, -0.99360], [-3.36497, 3.18445, -0.58672], [-2.36720, 3.04313, -1.37588], [-2.34063, 3.68174, -2.54961], [5.97531, 3.92549, -5.97646], [6.48037, 3.80200, -4.32378], [5.67898, 5.23569, -4.82230], [4.68775, 1.82110, -5.91137], [2.59884, 0.68858, -5.28066], [1.96141, 3.85824, -2.44296], [4.06023, 4.94450, -3.08418], [0.02448, 4.13986, -4.94900], [-1.62382, 5.67388, -5.75219], [-3.84874, 5.94451, -4.61772], [-5.19824, 5.33620, -2.39765], [-5.32993, 3.97850, -0.32967], [-3.35226, 2.59706, 0.35169], [-2.58339, 0.66533, 2.03315], [-1.58946, 2.07322, 2.20905], [-0.88804, 2.48511, 1.09209], [-0.19192, 3.69314, 1.28496], [0.50436, 4.45364, -0.11943], [-0.07440, 4.37960, 2.50158], [0.86996, 5.76890, 2.51773], [-0.69302, 3.80145, 3.63622], [-0.54335, 4.55144, 5.13868], [-1.52558, 2.72120, 3.48779], [-2.36582, 2.08159, 4.84089], [-5.40113, 0.61607, -6.55034], [-3.66208, 2.72132, -6.47410], [-3.57054, -0.33831, -2.65580], [-2.32898, -0.78738, -2.10255], [-1.71038, 0.21183, -1.14584]], "homo_lumo_gap_ev": 6.00, "charge": 1, "e_tot_ev": -226477.646}

{"formula": "C6H9NO2", "method": "ωB97M-V/def2-TZVPD", "elements": ["C", "C", "C", "N", "C", "C", "O", "C", "O", "H", "H", "H", "H", "H", "H", "H", "H", "H"], "xyz": [[1.56012, 1.20324, -0.27878], [0.25164, 1.69329, -0.15329], [-0.76141, 0.72784, 0.50219], [-2.09648, 0.75887, -0.02463], [-2.25338, -0.73449, -0.23414], [-0.65656, -0.62185, -0.20933], [0.33494, -1.62064, 0.18081], [1.60087, -1.18827, -0.17792], [2.08841, 0.06235, 0.41766], [2.35659, 1.95143, -0.55980], [0.28067, 2.80520, -0.43471], [-0.67370, 0.64061, 1.57792], [-3.02676, 0.88425, 0.72544], [-2.87431, -1.36745, 0.70804], [-2.73235, -1.07020, -1.11175], [-0.31294, -0.13618, -1.14377], [1.58447, -0.90149, -1.16623], [2.23918, -2.13053, 0.09713]], "homo_lumo_gap_ev": 10.17, "smiles": "C1=C[C@H]2NC[C@@H]2OCO1", "e_tot_ev": -11947.467}